Density functional theory data (wB97M-V/def2-TZVPD) for 15 unconnected molecules or ions with the total composition C28H75F4O20P2 in a non-equilibrium geometry.

```
129
Properties=species:S:1:pos:R:3:forces:R:3
O 0.819868 4.158250 2.142161 1.09 -1.12 1.88
H 3.554453 5.058342 3.553540 -0.08 -0.59 -0.28
H -9.491091 -3.368261 1.393257 -0.03 -0.12 0.21
H 3.344896 -2.018561 -13.888905 -0.02 0.14 0.07
H -0.322529 2.364204 1.846414 -0.52 0.09 0.61
P 3.099286 3.729192 3.828971 -1.86 -2.14 3.00
H -0.496877 -2.909830 9.646856 -0.15 -0.10 0.14
O 2.951801 -0.218812 -12.987672 0.00 0.22 0.03
O 0.484978 1.615686 -0.474572 -0.56 1.36 0.11
H 4.994643 3.655887 6.755996 -0.06 -0.11 -0.12
C -8.487746 -3.789181 1.289448 -0.11 -0.02 -0.24
H -4.165364 -2.981917 0.892854 0.04 0.25 0.07
C 0.475876 3.069426 -0.617403 -1.40 0.40 -1.37
H 3.764304 -6.241444 3.948359 0.26 -0.04 0.00
O 2.105680 -1.038779 2.156966 0.07 0.02 -0.16
O 2.921558 -3.767717 -10.184914 0.16 -0.21 -0.16
H -0.451214 1.291531 -0.502287 1.14 0.71 0.17
O -1.419922 -4.631749 3.564200 0.12 -0.27 -0.19
C 0.138846 3.684731 4.457633 -0.14 0.75 -0.16
O 2.740458 3.939464 -6.324853 0.06 0.21 0.08
H 1.183646 -2.060826 -3.576052 -0.14 0.04 -0.09
C 3.773485 -5.420737 3.225920 -0.31 -0.12 -0.10
H 4.484528 -4.661191 3.552485 -0.14 -0.01 -0.03
O -1.582657 -7.761422 3.048334 -0.19 -0.24 -0.24
C 2.825666 2.523361 -6.255379 0.01 0.19 0.25
H -8.550546 -4.870089 1.138533 -0.09 -0.05 0.22
H 3.775852 -1.919399 -12.163541 -0.02 -0.23 -0.07
H -2.058395 1.390979 5.317834 0.42 -1.45 -1.52
H 2.678122 0.094590 -12.115927 0.07 -0.02 -0.24
C -0.628086 -1.787071 4.084015 -1.56 2.92 -0.82
C 5.140623 3.566354 8.685189 -0.08 0.01 -0.42
O -0.619215 -1.470150 8.174460 0.20 0.02 0.23
H -1.964174 -0.205509 0.944306 0.42 -0.41 2.07
H -1.503054 -5.023137 5.575395 0.01 0.13 -0.13
C -5.121079 -1.421389 0.251835 -0.06 -0.17 0.13
H 0.482737 4.501364 -7.253475 0.09 0.07 0.25
C 3.109197 -1.257125 3.134647 -0.04 -0.15 -0.29
H -3.080106 -4.812497 4.772777 -0.03 -0.03 0.23
C -1.032204 -0.682001 5.137336 -0.85 0.47 -4.68
O -3.921452 2.397196 3.350836 3.72 -1.30 -2.27
H 0.115663 -1.189336 -2.448712 0.24 0.01 0.10
H 1.847890 2.109342 -5.996798 0.11 -0.24 0.01
O -7.828139 -3.188675 0.184885 -0.07 -0.09 -0.20
H 4.489888 4.428043 8.856356 -0.08 -0.08 0.24
H -0.952302 -0.332999 -4.291475 0.13 -0.20 -0.04
H 1.473312 3.515147 -0.276899 -1.53 -0.88 -0.28
C 0.577142 -1.164742 -3.438831 -0.09 0.27 0.07
C 3.036685 -1.634048 -12.916297 -0.16 0.19 0.20
H 3.564204 2.236014 -5.502829 -0.06 -0.24 -0.04
C -2.075360 -5.231681 4.670203 -0.17 -0.07 -0.17
H 0.261651 1.162269 -7.425280 -0.22 -0.12 0.05
H -0.162556 0.277835 -8.923214 -0.18 -0.02 0.13
C 1.281910 3.438409 3.304577 -0.67 -0.10 0.75
H 1.902660 1.275737 -9.024275 0.04 -0.19 0.17
H -2.076530 -2.748265 8.840214 0.11 0.11 -0.06
O -2.474918 3.032283 1.689495 -0.59 -2.46 2.98
H -5.021978 -0.337251 0.320229 0.14 -0.11 0.07
O 2.482788 -4.836415 3.148281 -0.04 -0.05 -0.03
H 2.059152 -2.047257 -12.656515 0.13 -0.27 0.00
H -6.074146 -1.725567 0.686714 -0.05 0.19 -0.23
C 2.135022 -2.792227 -9.517902 0.26 0.08 -0.01
H -0.685680 6.185292 1.455300 -1.21 -1.08 0.85
H 1.873707 -5.527307 2.857728 -0.03 0.34 0.09
C -1.727687 -0.355204 2.063063 0.93 -0.08 3.03
C -1.777470 0.551444 4.577575 0.73 -1.76 -1.35
O 3.177913 3.320489 5.327343 0.44 1.22 -2.31
C -2.865977 2.120636 2.699469 -3.36 1.34 1.42
H 3.777813 -3.362526 -10.371218 -0.20 -0.19 0.06
H 0.150848 2.925976 5.329560 0.04 0.86 -1.71
C -0.289201 -8.341336 3.119074 -0.19 -0.15 -0.11
C 0.148333 5.534620 -7.142905 0.06 -0.07 -0.17
H 4.069701 -5.793625 2.241767 0.24 -0.07 0.07
H -1.945987 -4.830873 2.779303 0.18 0.08 0.18
O 1.855217 0.450663 -8.524237 0.24 0.00 -0.33
H -5.075782 -1.723744 -0.798199 -0.21 0.13 -0.08
H -8.353313 -3.384155 -0.601595 0.20 0.12 0.15
H -2.134148 -6.311909 4.519578 -0.10 0.14 0.27
C -2.898971 5.852855 1.844399 0.40 1.47 0.89
O -4.054169 -2.025825 0.969259 0.17 -0.23 -0.01
F -0.219689 2.216750 -2.896506 1.16 3.06 0.81
H -1.555256 -1.512854 10.012134 -0.11 -0.17 0.12
H -1.135384 5.891925 3.205843 -0.51 -0.71 -1.72
C 0.516753 0.315914 -8.067622 -0.04 0.14 -0.09
H 0.232471 4.718039 4.965908 0.01 -1.30 -0.90
F -3.275558 5.704079 0.445706 0.51 -0.06 1.88
H -0.291222 -9.160347 3.842829 0.24 -0.02 -0.01
F -0.114293 4.567491 -2.607731 1.22 -3.13 0.11
H -0.756849 -0.777125 6.254352 -0.66 0.15 -2.31
H 0.985280 6.166911 -6.837095 0.04 -0.17 0.19
H -1.734872 3.177999 -0.367228 1.33 0.95 0.39
H 0.430702 -0.609166 -7.496851 0.10 0.11 -0.02
H 1.157539 -3.219538 -9.292033 0.13 -0.06 -0.08
H -2.190962 -8.455493 2.763165 0.10 0.23 0.07
H 1.211756 -0.280296 -3.533073 0.12 -0.07 0.23
C -2.139356 0.754417 3.057336 2.41 -2.74 1.24
H 2.007909 -1.919505 -10.163164 -0.15 0.14 0.22
C -0.969041 -1.642712 2.555847 -1.03 2.96 3.04
H -7.915521 -3.584188 2.194658 0.01 0.04 -0.15
P -0.874689 3.684853 1.951466 0.63 0.17 -1.37
O -1.117945 3.651976 3.701005 2.21 -1.16 1.02
H 5.937116 3.562352 9.430864 0.00 0.01 -0.11
H 3.213479 -2.329568 3.320284 0.12 0.02 0.19
H -3.037152 6.980573 2.081596 0.09 -1.67 -0.59
H -0.958769 4.864846 -0.258981 0.47 -1.64 -0.19
C -0.821538 3.764134 0.010971 0.48 -0.11 -0.49
C -1.218936 -2.201236 9.232642 0.20 0.16 0.02
H 0.420916 -7.578385 3.439823 -0.18 0.01 0.01
C -1.357339 5.522359 2.130929 -0.89 1.49 -0.49
H -0.639927 -2.449830 1.814455 -0.60 1.42 1.30
C 0.437983 3.316739 -2.237700 0.87 -0.45 0.68
H 2.465974 4.251070 -5.451672 0.08 -0.04 -0.20
H 1.272537 2.274998 3.270276 0.08 1.60 -0.76
H 4.059704 -0.843652 2.785071 0.15 -0.01 0.21
H -0.055296 -2.684587 4.501958 -0.96 1.38 -1.05
F 1.795253 3.287921 -2.692500 -2.62 0.24 0.01
O 5.721430 3.654238 7.395890 0.10 0.06 0.00
H 4.563892 2.641342 8.767571 -0.09 0.05 0.23
O -0.432470 -1.134390 -4.436761 -0.23 0.02 -0.26
H -0.635342 5.581752 -6.385929 0.00 0.06 -0.15
O -0.377397 6.002174 -8.378125 -0.09 0.12 -0.31
H -3.633824 5.303032 2.541111 1.25 0.36 -1.51
H 2.626238 -2.500246 -8.586802 -0.22 0.20 0.03
H 3.134003 2.139878 -7.227261 -0.02 0.12 0.13
H 0.135637 -0.995726 8.546998 -0.16 -0.06 -0.20
H 0.001782 -8.715159 2.134033 0.22 -0.05 0.07
H 0.334407 5.950155 -9.028180 -0.22 0.04 0.16
H 3.847633 2.712524 3.108980 -0.28 1.23 -0.19
H 2.388713 -1.490220 1.351645 -0.16 0.16 0.17
H 2.816443 -0.757581 4.058844 -0.08 0.00 -0.14
```
Positions in Å, forces in eV/Å.

## Properties
LUMO level	1.60	eV
net charge	-1
gap between HOMO and LUMO	6.792	eV